# 1
The following is a quantum chemistry calculation of a molecular structure, C27H34NO7V in a non-equilibrium geometry, from the OMol25 dataset.

Geometry as XYZ:
```
70
Properties=species:S:1:pos:R:3
C 1.969 4.925 -3.983
C 1.175 4.988 -2.660
C 3.016 3.772 -3.859
C 3.282 3.645 -2.372
H 3.903 4.012 -4.451
H 2.529 2.884 -4.271
C 1.965 4.068 -1.715
H 0.162 4.606 -2.858
H 1.033 5.998 -2.231
C 1.248 2.747 -1.561
H 2.177 4.523 -0.737
H 4.100 4.328 -2.128
C 3.506 2.218 -1.831
C 1.104 4.711 -5.212
C 2.636 6.234 -4.394
O 3.850 6.314 -4.482
O -0.077 4.434 -5.258
O 1.837 4.874 -6.330
O 1.879 7.316 -4.705
C 0.453 7.490 -4.415
H 0.080 6.912 -3.550
H -0.139 7.232 -5.308
H 0.373 8.560 -4.199
C 1.091 4.633 -7.533
H 0.803 3.571 -7.595
H 1.764 4.910 -8.351
H 0.185 5.257 -7.524
O 2.249 1.722 -1.439
H 0.601 2.463 -2.413
H 0.604 2.830 -0.672
C 4.350 2.244 -0.548
C 4.110 1.267 -2.874
H 5.036 1.741 -3.224
H 3.453 1.118 -3.743
H 4.266 0.289 -2.392
H 4.415 1.250 -0.101
H 3.949 2.872 0.257
H 5.356 2.596 -0.764
V -0.738 -1.017 0.588
C -0.425 -0.228 2.844
C 0.519 0.565 2.104
C -0.197 1.352 1.183
H 1.586 0.717 2.283
C -1.579 0.975 1.244
C -1.738 0.036 2.329
H -2.686 -0.335 2.734
H -0.196 -0.812 3.733
H 0.217 2.247 0.732
H -2.379 1.451 0.682
C -0.401 -2.285 -1.446
C -1.731 -2.409 -0.943
C -2.278 -1.083 -0.865
H -2.280 -3.349 -0.750
C -1.254 -0.148 -1.336
C -0.100 -0.902 -1.687
H 0.807 -0.457 -2.129
H 0.219 -3.125 -1.753
H -3.308 -0.851 -0.607
H -1.350 0.924 -1.534
O 2.744 -0.558 0.282
C 2.358 -1.647 0.689
C 3.223 -2.834 1.133
C 2.256 -3.828 1.764
C 0.879 -3.208 1.563
O -0.216 -3.657 1.934
N 1.022 -1.997 0.906
H 3.730 -3.263 0.257
H 4.003 -2.495 1.826
H 2.291 -4.818 1.287
H 2.446 -3.980 2.837
```

* highest occupied orbital energy (alpha / beta): -2.5 / -2.0 eV
* lowest unoccupied orbital energy (alpha / beta): 0.081 / 0.081 hartree
* orbital gap (alpha / beta): 0.1741 / 0.1550 hartree
* total charge: -1
* multiplicity: 2

---

# 2
The following is a quantum chemistry calculation of 12 unconnected molecules or ions with the total composition C5H37N2O12 in a non-equilibrium geometry, from the OMol25 dataset.

Geometry as XYZ:
```
56
Properties=species:S:1:pos:R:3
C -0.303 -1.241 -0.350
O 0.993 -1.637 -0.874
C 0.112 0.106 0.210
C -0.973 0.756 1.161
C -1.305 2.212 0.703
C -3.661 2.238 0.015
N -2.275 2.190 -0.360
N 1.447 0.110 0.896
H -1.034 -1.170 -1.131
H -0.584 -1.900 0.473
H 0.830 -2.236 -1.624
H 0.176 0.804 -0.627
H -1.782 0.031 1.256
H -0.556 0.819 2.167
H -1.637 2.732 1.604
H -0.379 2.692 0.392
H -3.958 1.678 0.896
H -4.234 1.740 -0.786
H -4.061 3.252 -0.025
H -2.050 2.857 -1.102
H 1.990 -0.749 0.730
H 1.966 0.763 0.268
H 1.395 0.441 1.859
H 3.668 -0.625 -2.279
H 3.319 0.517 -3.280
O 3.931 0.250 -2.592
H 2.580 -3.585 -1.338
H 2.455 -3.408 -2.834
O 2.899 -3.044 -2.067
H 3.935 -2.694 1.099
H 2.887 -3.538 1.964
O 3.161 -2.673 1.659
H 1.765 2.389 4.545
H 2.332 3.500 3.577
O 1.542 3.060 3.897
H 3.911 2.382 0.016
H 4.043 1.008 -0.615
O 3.520 1.502 0.012
H -3.838 0.593 -3.748
H -3.040 1.372 -2.622
O -3.818 0.867 -2.828
H 0.250 -3.503 -3.905
H -0.837 -3.261 -2.870
O 0.057 -3.605 -2.967
H -1.897 -0.461 -2.566
H -0.556 0.435 -2.641
O -1.262 0.002 -3.122
H -3.108 1.077 3.956
H -3.324 -0.388 4.141
O -2.719 0.314 4.399
H -3.718 -2.279 -1.164
H -3.969 -0.765 -1.293
O -3.410 -1.420 -0.855
H 2.757 -0.932 3.609
H 3.549 0.452 3.675
O 2.816 -0.030 3.288
```

* highest occupied orbital energy (alpha / beta): -16.3 / -16.3 eV
* lowest unoccupied orbital energy (alpha / beta): -0.212 / -0.394 hartree
* orbital gap (alpha / beta): 0.3875 / 0.2060 hartree
* total charge: +2
* multiplicity: 2
* energy above the lowest of the compared OMol25 structures with the same formula, charge and spin: 2.264 eV

---

# 3
The following is a quantum chemistry calculation of C4H7N3O in the gas phase in a non-equilibrium geometry, from the OMol25 dataset.

Geometry as XYZ:
```
15
Properties=species:S:1:pos:R:3
C 0.956 1.347 -0.365
C -1.135 -0.020 -0.405
C -1.103 -1.503 -0.063
C -0.006 -0.542 0.212
H 2.747 -1.290 -0.194
H 1.780 2.147 -0.523
H -1.564 1.103 1.323
H -0.872 0.196 -1.561
H -1.161 -2.087 -0.880
H -1.701 -1.694 0.832
H -0.124 -0.494 1.278
N 1.250 -0.006 -0.419
N -0.049 1.961 0.158
N -1.286 1.287 0.211
O 2.268 -0.405 0.395
```

* highest occupied orbital energy: -7.9 eV
* structure (SMILES): ON1C=NN[C@@H]2C[C@H]21
* lowest unoccupied orbital energy: 0.015 hartree
* orbital gap: 0.3045 hartree
* total charge: 0
* energy above the lowest of the compared OMol25 structures with the same formula, charge and spin: 8.633 eV

---

# 4
The following is a quantum chemistry calculation of a molecular structure, C24H27As2Br4HfO2Si in a non-equilibrium geometry, from the OMol25 dataset.

Geometry as XYZ:
```
61
Properties=species:S:1:pos:R:3
Hf 0.150 0.127 0.312
C -2.207 -3.930 0.171
As -0.852 -2.492 0.148
C 0.716 -3.565 0.655
C -1.327 -1.706 1.918
C -1.086 -2.435 3.082
C -1.489 -1.960 4.318
C -2.140 -0.735 4.408
C -2.391 0.001 3.265
C -1.999 -0.468 2.008
As -2.585 0.470 0.350
C -4.440 -0.215 0.342
C -2.970 2.260 1.062
H -2.271 -4.400 1.149
H -1.913 -4.671 -0.571
H -3.180 -3.532 -0.111
H 0.426 -4.577 0.926
H 1.241 -3.091 1.483
H 1.396 -3.617 -0.196
H -0.590 -3.396 3.017
H -1.300 -2.545 5.208
H -2.465 -0.359 5.369
H -2.912 0.946 3.347
H -4.867 -0.093 1.333
H -4.454 -1.262 0.049
H -5.001 0.369 -0.386
H -3.838 2.237 1.719
H -3.198 2.924 0.229
H -2.108 2.663 1.593
Br 5.904 -1.531 -2.808
C 4.591 -1.218 -1.500
C 4.917 -1.245 -0.142
Br 6.682 -1.601 0.405
C 3.926 -1.011 0.812
Br 4.286 -1.053 2.660
C 2.621 -0.752 0.428
O 1.620 -0.534 1.329
C 2.292 -0.732 -0.938
O 0.997 -0.501 -1.280
C 3.276 -0.961 -1.888
Br 2.749 -0.896 -3.693
C -0.208 3.438 -1.568
Si 0.769 2.632 -0.149
C 2.610 2.706 -0.619
C 0.531 3.499 1.530
C 0.457 2.725 2.694
C 0.319 3.304 3.946
C 0.242 4.685 4.055
C 0.319 5.475 2.916
C 0.467 4.886 1.669
H 0.064 4.489 -1.687
H -1.290 3.391 -1.430
H 0.031 2.932 -2.506
H 2.942 3.737 -0.758
H 2.792 2.170 -1.554
H 3.237 2.260 0.157
H 0.543 1.638 2.635
H 0.280 2.684 4.833
H 0.134 5.145 5.029
H 0.266 6.553 3.000
H 0.535 5.513 0.787
```

* highest occupied orbital energy: -11.0 eV
* lowest unoccupied orbital energy: -0.127 hartree
* orbital gap: 0.2786 hartree
* total charge: +1
* energy above the lowest of the compared OMol25 structures with the same formula, charge and spin: 0.849 eV

---

# 5
The following is a quantum chemistry calculation of a molecular structure, C13H52FN26O13Ti in a non-equilibrium geometry, from the OMol25 dataset.

Geometry as XYZ:
```
106
Properties=species:S:1:pos:R:3
Ti 19.539 5.134 2.227
F 17.577 5.980 3.023
C 16.604 4.836 6.518
O 16.063 4.627 7.598
N 16.185 4.584 5.324
N 17.648 5.566 6.358
H 16.700 5.053 4.593
H 15.266 4.202 5.155
H 18.149 5.937 7.153
H 18.030 5.394 5.439
C 13.165 8.281 5.745
O 13.705 8.518 4.660
N 13.361 7.261 6.455
N 12.340 9.074 6.248
H 12.734 7.203 7.244
H 14.147 6.644 6.306
H 12.429 9.999 5.852
H 11.665 8.859 6.968
C 17.791 3.169 0.709
O 18.420 4.006 0.089
N 16.922 3.497 1.533
N 17.768 1.857 0.659
H 16.900 4.461 1.834
H 16.594 2.833 2.219
H 18.187 1.423 -0.151
H 17.090 1.349 1.210
C 19.334 2.234 4.273
O 19.778 3.319 3.821
N 20.084 1.175 4.549
N 18.060 1.930 4.555
H 21.092 1.239 4.544
H 19.597 0.312 4.744
H 17.859 1.048 5.005
H 17.390 2.674 4.427
C 20.488 7.226 -0.265
O 19.977 6.984 0.809
N 20.001 6.726 -1.381
N 21.490 7.956 -0.292
H 19.495 5.865 -1.231
H 20.695 6.637 -2.109
H 21.888 8.022 0.634
H 22.063 8.190 -1.090
C 21.008 5.898 4.965
O 20.829 6.033 3.781
N 21.830 5.100 5.579
N 20.551 6.732 5.853
H 21.464 5.022 6.518
H 22.069 4.300 5.011
H 20.842 6.558 6.804
H 19.791 7.338 5.579
C 17.837 8.948 4.600
O 18.079 10.042 5.020
N 18.722 8.184 3.986
N 16.645 8.369 4.463
H 19.573 8.606 3.644
H 18.442 7.278 3.638
H 16.757 7.500 3.960
H 15.810 8.933 4.392
C 21.895 3.878 0.466
O 21.279 4.173 1.493
N 22.971 4.432 -0.049
N 21.604 2.911 -0.334
H 23.114 4.386 -1.048
H 23.502 5.065 0.532
H 21.925 2.798 -1.285
H 20.676 2.559 -0.147
C 14.118 11.432 2.555
O 12.960 11.275 2.191
N 14.803 12.552 2.366
N 14.994 10.465 2.613
H 15.792 12.739 2.453
H 14.212 13.320 2.085
H 15.927 10.840 2.515
H 14.729 9.583 2.200
C 16.383 7.836 -0.014
O 15.395 8.412 -0.182
N 16.589 6.661 -0.496
N 17.501 8.313 0.450
H 15.762 6.285 -0.937
H 17.290 6.048 -0.107
H 17.428 9.308 0.607
H 18.393 7.840 0.409
C 13.749 5.699 3.025
O 14.009 4.503 3.104
N 14.632 6.679 2.758
N 12.589 6.111 3.075
H 15.611 6.470 2.891
H 14.368 7.645 2.888
H 11.901 5.385 3.216
H 12.464 7.107 3.187
C 23.953 7.364 2.122
O 24.487 6.246 2.186
N 24.426 8.315 1.333
N 22.766 7.663 2.645
H 25.252 7.985 0.855
H 24.116 9.270 1.437
H 22.603 8.621 2.922
H 22.312 6.947 3.193
C 13.534 3.130 -0.607
O 12.804 3.075 -1.562
N 14.308 4.114 -0.356
N 13.689 2.164 0.235
H 14.165 4.934 -0.929
H 14.907 4.123 0.457
H 13.061 1.405 0.010
H 14.457 1.994 0.868
```

* highest occupied orbital energy (alpha / beta): -3.0 / -8.7 eV
* lowest unoccupied orbital energy (alpha / beta): -0.005 / -0.010 hartree
* orbital gap (alpha / beta): 0.1037 / 0.3093 hartree
* total charge: 0
* multiplicity: 4

---

# 6
The following is a quantum chemistry calculation of 4 unconnected molecules or ions with the total composition C36H58F6N4O12 in a non-equilibrium geometry, from the OMol25 dataset.

Geometry as XYZ:
```
116
Properties=species:S:1:pos:R:3
C 1.812 -1.422 7.453
C 0.572 -1.477 6.891
C 0.415 -1.742 5.434
C 0.041 -0.727 4.579
O -0.204 0.533 5.085
C -1.464 0.677 5.774
C -2.617 1.014 4.853
N -3.776 1.486 5.601
C -5.037 1.139 4.947
C -6.062 2.257 5.024
C -5.996 3.197 3.809
O -5.970 2.968 6.255
C -0.073 -0.938 3.174
C -0.428 0.213 2.278
O -1.559 0.545 2.117
C 0.660 0.994 1.473
F 0.118 2.093 0.940
F 1.034 0.212 0.429
C 1.956 1.344 2.240
F 2.503 0.235 2.756
F 2.831 1.789 1.311
C 1.798 2.494 3.301
F 2.454 3.582 2.847
F 0.510 2.852 3.436
C 2.400 2.168 4.687
O 3.494 1.739 4.833
O 1.582 2.471 5.704
C 0.151 -2.204 2.669
C -0.013 -2.508 1.194
C -1.204 -3.485 0.936
C -2.333 -3.351 1.955
C -3.591 -4.085 1.474
N -4.573 -4.319 2.553
C 0.537 -3.261 3.539
N 0.770 -4.497 2.999
C 1.141 -5.416 3.835
C 1.287 -5.159 5.227
O 1.696 -6.179 6.031
N 1.048 -4.023 5.797
C 0.664 -3.048 4.917
H 2.516 -2.241 7.370
H 2.115 -0.531 7.995
H -0.296 -1.377 7.535
H -1.327 1.492 6.483
H -1.694 -0.218 6.344
H -2.314 1.756 4.110
H -2.872 0.125 4.277
H -3.730 2.488 5.729
H -5.456 0.257 5.437
H -4.911 0.905 3.887
H -7.057 1.800 4.984
H -6.364 4.190 4.055
H -4.990 3.233 3.394
H -6.650 2.812 3.026
H -6.705 3.585 6.266
H 1.510 1.703 6.288
H -0.264 -1.610 0.647
H 0.911 -2.960 0.845
H -0.825 -4.501 1.002
H -1.562 -3.286 -0.072
H -2.610 -2.296 2.040
H -2.073 -3.770 2.924
H -4.076 -3.514 0.684
H -3.346 -5.067 1.068
H -4.226 -5.064 3.146
H -4.568 -3.487 3.136
H 1.355 -6.403 3.443
H 1.347 -6.993 5.650
C 0.776 0.062 -2.563
O 1.004 -1.231 -3.104
C 0.232 -1.497 -4.262
C 1.035 -1.311 -5.533
O 1.424 0.038 -5.721
C 2.766 0.293 -5.336
H 1.583 0.280 -1.869
H 0.761 0.833 -3.336
H -0.174 0.077 -2.017
H -0.665 -0.869 -4.281
H -0.089 -2.542 -4.202
H 0.408 -1.587 -6.387
H 1.910 -1.970 -5.531
H 3.454 -0.089 -6.099
H 3.005 -0.156 -4.370
H 2.893 1.372 -5.259
C -1.314 3.698 -2.213
O -1.672 2.833 -3.279
C -2.906 2.170 -3.059
C -4.044 2.831 -3.806
O -4.304 4.140 -3.325
C -3.740 5.156 -4.136
H -0.523 4.355 -2.571
H -2.157 4.309 -1.885
H -0.934 3.119 -1.365
H -3.129 2.114 -1.989
H -2.792 1.147 -3.433
H -4.955 2.244 -3.648
H -3.837 2.848 -4.881
H -4.337 5.293 -5.044
H -2.707 4.930 -4.411
H -3.755 6.083 -3.565
C 5.107 1.098 -8.443
O 5.679 0.008 -7.737
C 6.005 -1.083 -8.585
C 7.479 -1.108 -8.931
O 7.860 0.016 -9.708
C 8.489 1.033 -8.948
H 5.137 1.973 -7.795
H 5.657 1.321 -9.359
H 4.062 0.877 -8.688
H 5.397 -1.059 -9.495
H 5.760 -1.999 -8.039
H 7.681 -1.999 -9.535
H 8.084 -1.173 -8.022
H 9.522 0.752 -8.716
H 7.952 1.238 -8.019
H 8.501 1.939 -9.553
```

* highest occupied orbital energy: -8.6 eV
* structure (SMILES): C=Cc1c(OCCNC[C@H](C)O)c(C(=O)C(F)(F)C(F)(F)C(F)(F)C(=O)O)c(CCCCN)c2ncc(O)nc12.COCCOC.COCCOC.COCCOC
* lowest unoccupied orbital energy: -0.023 hartree
* orbital gap: 0.2923 hartree
* total charge: 0